No. 1
Computed, not measured: a structure of composition C7H6N3O2, with wB97M-V/def2-TZVPD.

Structure (ORCA input):
```
! wB97M-V def2-TZVPD RIJCOSX def2/J DEFGRID3
* xyz 1 1
C -1.5081 1.5038 -0.3522
C -0.1334 1.8080 -0.5825
C -1.8947 0.2839 0.1403
C 0.8522 0.7728 -0.4261
C -0.9963 -0.7288 0.2811
C 0.2935 -0.4027 0.0253
C 2.8842 -3.5362 0.7830
N 2.8907 -5.9101 1.1613
N 2.8820 -4.8213 0.9312
N 1.6532 -2.8763 0.5435
O 1.6093 -1.5742 0.3200
O 0.6248 -3.5079 0.5744
H -2.1102 2.4149 -0.5096
H 0.1852 2.8230 -1.0326
H -2.8606 -0.0043 0.3126
H 1.8594 1.0975 -0.6440
H -1.4754 -1.6479 0.6103
H 3.6429 -2.8281 1.2341
*
```

HOMO level	-13.7	eV
molecular weight	164.144	u
E	-15907.0954	eV

Atomic partial charges in e from the natural (NBO) method, atoms 1 to 5: number 1, C, carries -0.18; number 2, C, carries -0.15; number 3, C, carries -0.17; number 4, C, carries -0.30; number 5, C, carries -0.31


No. 2
Computed, not measured: a structure of composition C29H69F2NNiO26P4S2, with wB97M-V/def2-TZVPD.

Structure (ORCA input):
```
! wB97M-V def2-TZVPD RIJCOSX def2/J DEFGRID3
* xyz 1 4
Ni -1.4717 1.5220 0.3205
O 2.3215 0.9482 0.2429
C 1.0521 1.1388 0.3946
O 0.2922 0.3667 -0.1815
O 0.5637 2.0794 0.9977
H 2.2115 0.1170 -0.2245
N -2.8068 2.7316 0.9922
S -2.9740 3.5961 2.2596
O -3.3564 2.9992 3.5173
O -3.1492 5.0389 2.0990
F -1.4243 3.5512 2.5460
S -4.4515 3.0833 0.5974
O -4.9222 4.4776 0.3513
O -5.3256 2.2770 1.4044
F -4.4954 2.5155 -0.9546
C -0.7549 -3.0388 5.5892
C -1.3085 -3.1123 4.2556
O -0.9175 -2.1420 3.3000
P -1.6002 -0.5858 3.2940
O -1.6384 0.1466 1.9891
O -1.0057 0.1557 4.5868
C 0.2692 0.7404 4.5521
C 1.4556 -0.2955 4.5086
O -3.1047 -1.0243 3.7241
C -3.9139 -0.1520 4.3923
C -5.0179 -1.2043 4.7295
H 0.3312 -3.0898 5.5125
H -1.0867 -2.1132 6.0597
H -1.1838 -3.7295 6.3152
H -1.0766 -4.0842 3.8201
H -2.3725 -3.1634 4.4866
H 0.3708 1.4239 3.7091
H 0.4610 1.4513 5.3558
H 1.8624 -0.7601 5.4068
H 1.3238 -0.9315 3.6332
H 2.1764 0.4366 4.1447
H -3.3339 0.1158 5.2756
H -4.2565 0.6260 3.7101
H -5.5585 -0.8559 5.6095
H -5.7746 -1.2672 3.9475
H -4.5806 -2.1930 4.8686
C -2.7790 3.9554 -5.7149
C -1.3358 3.8317 -5.1754
O -1.1516 2.9507 -4.1415
P -1.1114 3.5071 -2.5955
O -1.3898 2.4630 -1.5834
O -2.0012 4.8402 -2.6356
C -2.2420 5.6876 -1.5229
C -1.0496 5.9283 -0.5405
O 0.4512 3.9396 -2.5817
C 1.5479 3.1003 -2.6109
C 1.3542 1.8857 -3.6151
H -3.4477 4.3606 -4.9555
H -2.8767 4.5309 -6.6355
H -3.2318 2.9729 -5.8482
H -0.6856 3.6021 -6.0197
H -0.8813 4.7484 -4.7997
H -2.7458 6.5984 -1.8464
H -2.8835 5.0465 -0.9182
H -1.4023 6.5882 0.2521
H -0.8394 4.8782 -0.3374
H -0.2886 6.6018 -0.9347
H 2.2617 3.7616 -3.1021
H 1.8211 2.7279 -1.6236
H 1.3233 2.2717 -4.6340
H 2.1341 1.1271 -3.5477
H 0.4550 1.2905 -3.4560
C 5.9257 -3.2857 2.0517
C 5.0452 -2.1859 1.3927
O 5.3531 -0.9584 1.9053
P 5.9776 0.3041 1.0977
O 7.3987 0.1585 0.7852
O 5.2435 0.3265 -0.3202
C 5.8930 1.0180 -1.4200
C 5.1776 0.3916 -2.6190
O 5.5902 1.6586 1.9276
C 4.2931 1.9228 2.3709
C 4.4174 1.9380 3.9078
H 5.6153 -4.2988 1.7959
H 6.9341 -2.9849 1.7675
H 5.8865 -3.1642 3.1342
H 5.0861 -2.0667 0.3100
H 3.9907 -2.1463 1.6657
H 5.7100 2.0805 -1.2597
H 6.9807 0.9804 -1.4799
H 4.0954 0.5219 -2.6162
H 5.6070 1.0383 -3.3842
H 5.6223 -0.5968 -2.7350
H 3.9895 2.8185 1.8289
H 3.5656 1.1396 2.1576
H 4.8089 0.9964 4.2929
H 5.0493 2.7693 4.2204
H 3.4563 2.0958 4.3972
C -4.8874 -1.9461 1.4977
C -4.0515 -2.5263 0.3023
O -4.3163 -1.7207 -0.8186
P -3.0676 -0.9840 -1.5805
O -2.4605 0.1546 -0.8920
O -1.9968 -2.1557 -2.0101
C -0.8716 -1.7778 -2.8470
C -0.1990 -3.1340 -3.1906
O -3.7760 -0.7050 -3.0093
C -4.2387 -1.8341 -3.8092
C -3.8373 -1.5420 -5.2069
H -5.9523 -1.7335 1.4034
H -4.6510 -2.5057 2.4027
H -4.5043 -0.9339 1.6276
H -2.9839 -2.5894 0.5130
H -4.2682 -3.5025 -0.1315
H -1.1100 -1.2054 -3.7435
H -0.2183 -1.1321 -2.2601
H 0.6553 -2.9758 -3.8489
H 0.1020 -3.7091 -2.3150
H -0.9535 -3.6836 -3.7533
H -3.9324 -2.8008 -3.4095
H -5.3196 -1.7109 -3.8755
H -3.6272 -2.4366 -5.7930
H -4.5172 -0.7564 -5.5365
H -2.9057 -0.9812 -5.2832
C 2.8142 -5.1357 -3.1706
C 3.1424 -4.9834 -1.6962
O 2.1793 -4.1836 -1.0348
C 2.4013 -2.9700 -0.7790
O 3.4055 -2.3670 -1.2467
O 1.4045 -2.4639 -0.0306
C 0.1420 -3.0630 0.3437
H 3.3696 -5.8832 -3.7369
H 3.0564 -4.2313 -3.7287
H 1.7370 -5.2782 -3.2574
H 4.1066 -4.4770 -1.6516
H 3.0649 -5.9440 -1.1870
H -0.2927 -3.8190 -0.3102
H -0.5400 -2.2485 0.5879
H 0.3512 -3.5874 1.2761
*
```

HOMO level (spin up / spin down)	-11.9 / -11.9	eV
molecular weight	1132.571	u
expectation value of S²	3.7614
E	-191217.5131	eV

Atomic partial charges in e from the Mulliken method, atoms 1 to 5: number 1, Ni, carries 0.58; number 2, O, carries 0.20; number 3, C, carries 0.74; number 4, O, carries -0.25; number 5, O, carries -0.70


No. 3
Computed, not measured: the molecule C3H4NOP, with wB97M-V/def2-TZVPD.

Structure (ORCA input):
```
! wB97M-V def2-TZVPD RIJCOSX def2/J DEFGRID3
* xyz 0 1
C -1.1061 -0.4287 -0.1895
C 1.0311 -0.9763 -1.2747
C -0.0230 0.2092 0.2872
N -0.0032 1.0240 1.4677
O 1.1444 -0.0521 -0.2239
P -0.6035 -1.5076 -1.5279
H -2.0078 -0.3425 0.3341
H 1.9101 -1.1356 -2.0483
H -0.9760 1.2941 1.6932
H 0.6341 1.9155 1.4821
*
```

SMILES	Nc1cpco1
HOMO level	-8.2	eV
molecular weight	101.045	u
E	-16000.6090	eV

Atomic partial charges in e from the natural (NBO) method, atoms 1 to 5: number 1, C, carries -0.71; number 2, C, carries -0.34; number 3, C, carries 0.49; number 4, N, carries -0.83; number 5, O, carries -0.43


No. 4
Computed, not measured: the molecule C4H6N2S, with wB97M-V/def2-TZVPD.

Structure (ORCA input):
```
! wB97M-V def2-TZVPD RIJCOSX def2/J DEFGRID3
* xyz 0 1
C -0.2254 -0.0291 -1.2177
C 0.0645 -0.3477 0.0619
C 0.0486 0.6049 1.2305
C 0.4028 -1.6910 0.5073
H -0.4045 2.0167 -1.0578
H -0.4702 1.4037 -2.6232
H -0.2308 -0.7555 -1.9732
H -0.9817 1.0327 1.4159
H 0.7621 1.4326 1.1226
H 0.4430 -2.5455 -0.1898
N -0.6178 1.2166 -1.6568
N 0.6736 -1.8883 1.7377
S 0.5359 -0.4503 2.6427
*
```

SMILES	N/C=C1/C=NSC1
HOMO level	-7.6	eV
molecular weight	114.173	u
E	-18059.8686	eV

Atomic partial charges in e from the natural (NBO) method, atoms 1 to 5: number 1, C, carries 0.06; number 2, C, carries -0.20; number 3, C, carries -0.59; number 4, C, carries 0.07; number 5, H, carries 0.38


No. 5
Computed, not measured: a cluster of 2 separate species, C6H12O in total, with wB97M-V/def2-TZVPD.

Structure (ORCA input):
```
! wB97M-V def2-TZVPD RIJCOSX def2/J DEFGRID3
* xyz 0 1
C -0.2604 1.0482 3.0621
C 0.0131 0.6985 1.8241
O 1.1436 0.0046 1.6403
C 0.3606 -1.3061 -0.9888
C -1.0466 -1.5659 -0.7607
C 0.8495 -0.2238 -1.5817
C 0.2226 1.0793 -1.8546
H -1.1689 -1.7773 0.5478
H -1.0541 1.7461 3.2592
H 0.3811 0.7465 3.8782
H -0.6150 0.9922 0.9917
H 1.1720 -0.1499 0.6899
H 1.0296 -2.1494 -0.8544
H -1.7212 -0.7261 -0.9103
H -1.4059 -2.4393 -1.3048
H 1.9025 -0.3095 -1.8449
H -0.8363 1.1184 -1.5910
H 0.2975 1.3472 -2.9122
H 0.7363 1.8662 -1.2900
*
```

SMILES	C/C=C\C.C=CO
HOMO level	-8.6	eV
molecular weight	100.161	u
E	-8461.8313	eV

Atomic partial charges in e from the natural (NBO) method, atoms 1 to 5: number 1, C, carries -0.51; number 2, C, carries 0.12; number 3, O, carries -0.69; number 4, C, carries -0.22; number 5, C, carries -0.63


No. 6
Computed, not measured: the molecule C5H4O2, with wB97M-V/def2-TZVPD.

Structure (ORCA input):
```
! wB97M-V def2-TZVPD RIJCOSX def2/J DEFGRID3
* xyz 0 1
O 2.0530 -1.5607 0.5473
C 1.6731 -0.5101 0.2430
O -0.3654 -1.7999 -0.7633
C -1.1384 -1.1313 -0.1033
C -1.1935 0.3384 -0.0927
C -0.1072 1.1337 -0.1236
C 1.2841 0.7268 -0.0530
H -1.8524 -1.6340 0.5744
H -2.1820 0.7756 0.0182
H -0.2595 2.2126 -0.1207
H 2.0883 1.4488 -0.1262
*
```

SMILES	O=C=C/C=C\C=O
HOMO level	-8.7	eV
molecular weight	96.085	u
E	-9342.7756	eV

Atomic partial charges in e from the natural (NBO) method, atoms 1 to 5: number 1, O, carries -0.41; number 2, C, carries 0.80; number 3, O, carries -0.53; number 4, C, carries 0.39; number 5, C, carries -0.38